Record 1
{"formula": "C28H36N4O3", "method": "ωB97M-V with the def2-TZVPD basis set", "smiles": "CCN(CCNC(=O)[C@H]1CCCN(Cc2nc(-c3ccc(OC)cc3)oc2C)C1)c1ccccc1", "relative_energy_ev": 0.927, "e_tot_ha": -1533.3326, "gap_ev": 7.99, "multiplicity": 1, "species": ["C", "C", "N", "C", "C", "N", "C", "O", "C", "C", "C", "C", "N", "C", "C", "N", "C", "C", "C", "C", "C", "O", "C", "C", "C", "O", "C", "C", "C", "C", "C", "C", "C", "C", "C", "H", "H", "H", "H", "H", "H", "H", "H", "H", "H", "H", "H", "H", "H", "H", "H", "H", "H", "H", "H", "H", "H", "H", "H", "H", "H", "H", "H", "H", "H", "H", "H", "H", "H", "H", "H"], "coordinates": [[-1.878, 3.227, 0.140], [-0.903, 2.049, 0.034], [0.081, 2.198, -1.014], [-0.372, 1.907, -2.356], [-0.067, 0.468, -2.815], [-0.811, -0.502, -2.046], [-2.150, -0.653, -2.184], [-2.800, -0.084, -3.038], [-2.725, -1.613, -1.160], [-4.227, -1.463, -0.941], [-4.639, -2.433, 0.163], [-4.239, -3.863, -0.225], [-2.851, -4.033, -0.594], [-1.882, -4.311, 0.450], [-1.231, -3.147, 1.136], [-0.175, -2.484, 0.560], [0.188, -1.573, 1.418], [1.298, -0.662, 1.269], [2.090, -0.713, 0.117], [3.199, 0.088, 0.002], [3.564, 0.955, 1.037], [4.716, 1.638, 0.854], [5.195, 2.455, 1.897], [2.757, 1.033, 2.170], [1.636, 0.235, 2.279], [-0.568, -1.580, 2.538], [-1.471, -2.584, 2.358], [-2.454, -2.865, 3.433], [-2.426, -3.068, -1.579], [1.243, 2.907, -0.807], [2.263, 2.903, -1.769], [3.421, 3.630, -1.588], [3.615, 4.384, -0.444], [2.632, 4.373, 0.529], [1.471, 3.644, 0.362], [-2.468, 3.314, -0.769], [-2.556, 3.074, 0.976], [-1.341, 4.160, 0.288], [-1.473, 1.138, -0.171], [-0.381, 1.900, 0.983], [-1.456, 2.036, -2.404], [0.077, 2.611, -3.061], [-0.368, 0.378, -3.863], [0.995, 0.245, -2.713], [-0.344, -0.965, -1.280], [-2.225, -1.413, -0.208], [-4.756, -1.689, -1.868], [-4.468, -0.434, -0.663], [-5.718, -2.394, 0.326], [-4.145, -2.151, 1.095], [-4.473, -4.556, 0.586], [-4.831, -4.158, -1.100], [-1.075, -4.886, -0.020], [-2.363, -4.945, 1.198], [1.835, -1.416, -0.660], [3.826, 0.053, -0.874], [6.134, 2.870, 1.536], [5.380, 1.873, 2.806], [4.500, 3.270, 2.116], [2.999, 1.707, 2.977], [1.022, 0.289, 3.166], [-1.937, -3.106, 4.361], [-3.081, -1.992, 3.615], [-3.084, -3.702, 3.146], [-1.357, -3.200, -1.752], [-2.962, -3.275, -2.512], [2.156, 2.318, -2.668], [4.185, 3.605, -2.352], [4.516, 4.963, -0.312], [2.757, 4.957, 1.432], [0.734, 3.672, 1.148]]}

---

Record 2
{"formula": "C28H36P2SiV", "method": "ωB97M-V with the def2-TZVPD basis set", "relative_energy_ev": 0.824, "e_tot_ha": -3004.6199, "s2": 3.771, "gap_ev": [6.60, 7.27], "multiplicity": 4, "species": ["C", "C", "C", "H", "C", "C", "H", "H", "H", "H", "V", "C", "H", "H", "H", "Si", "C", "C", "H", "C", "H", "C", "H", "C", "H", "C", "H", "C", "C", "H", "C", "H", "C", "H", "C", "H", "C", "H", "H", "H", "C", "P", "C", "C", "C", "C", "C", "C", "C", "P", "C", "C", "H", "H", "H", "H", "H", "H", "H", "H", "H", "H", "H", "H", "H", "H", "H", "H"], "coordinates": [[-2.200, 0.099, -1.310], [-1.319, -0.629, -2.159], [-1.329, -1.997, -1.755], [-0.785, -0.225, -3.018], [-2.259, -2.127, -0.671], [-2.779, -0.824, -0.379], [-3.563, -0.607, 0.341], [-2.449, 1.155, -1.399], [-0.804, -2.809, -2.261], [-2.593, -3.067, -0.247], [-0.534, -0.821, -0.007], [1.693, -0.665, 0.144], [1.084, -1.625, 0.138], [1.932, -0.333, 1.161], [2.656, -0.974, -0.289], [1.669, 1.140, -0.949], [2.229, 2.879, -1.636], [1.270, 3.573, -2.385], [0.422, 3.036, -2.829], [1.409, 4.956, -2.575], [0.647, 5.497, -3.140], [2.504, 5.629, -2.012], [2.583, 6.714, -2.123], [3.491, 4.914, -1.310], [4.359, 5.440, -0.903], [3.360, 3.529, -1.122], [4.099, 2.974, -0.536], [2.051, 0.179, -2.641], [2.385, 0.891, -3.807], [2.696, 1.935, -3.736], [2.312, 0.299, -5.077], [2.532, 0.902, -5.960], [1.929, -1.039, -5.212], [1.829, -1.499, -6.196], [1.694, -1.797, -4.062], [1.406, -2.851, -4.129], [1.847, -1.212, -2.803], [1.787, -1.884, -1.940], [0.169, 1.034, -1.000], [1.699, 2.072, 0.235], [-2.301, 1.926, 1.535], [-1.124, 0.572, 1.827], [0.072, 1.327, 2.988], [-2.078, -0.582, 2.940], [-3.088, -0.144, 3.795], [-3.788, -1.071, 4.575], [-3.469, -2.428, 4.510], [-2.446, -2.876, 3.669], [-1.763, -1.954, 2.880], [-0.399, -2.487, 1.737], [-0.700, -4.217, 1.338], [1.031, -2.576, 2.855], [-1.916, 2.560, 0.726], [-2.415, 2.533, 2.443], [-3.280, 1.536, 1.238], [-0.443, 1.587, 3.922], [0.888, 0.630, 3.214], [0.492, 2.231, 2.530], [-3.336, 0.916, 3.851], [-4.580, -0.723, 5.237], [-4.007, -3.151, 5.118], [-2.183, -3.933, 3.623], [-1.771, -4.405, 1.215], [-0.179, -4.468, 0.405], [-0.296, -4.836, 2.147], [1.022, -3.569, 3.315], [1.962, -2.450, 2.294], [0.967, -1.809, 3.634]]}

---

Record 3
{"formula": "C28H37AsGdN3O2S2", "method": "ωB97M-V with the def2-TZVPD basis set", "relative_energy_ev": 1.507, "e_tot_ha": -5201.7533, "s2": 16.044, "gap_ev": [7.56, 5.37], "multiplicity": 8, "species": ["Gd", "C", "N", "C", "C", "N", "C", "C", "C", "C", "C", "C", "C", "S", "C", "C", "C", "C", "C", "C", "S", "H", "H", "H", "H", "H", "H", "H", "H", "H", "H", "H", "H", "H", "H", "H", "H", "H", "H", "O", "C", "O", "C", "C", "C", "C", "C", "N", "H", "H", "H", "H", "C", "C", "As", "C", "C", "C", "C", "H", "H", "H", "H", "H", "H", "H", "H", "H", "H", "H", "H", "H", "H", "H"], "coordinates": [[0.400, -0.254, -0.529], [2.396, -2.141, -2.724], [1.293, -1.177, -2.719], [1.593, 0.078, -3.427], [2.480, 0.987, -2.603], [1.867, 1.589, -1.398], [0.891, 2.643, -1.820], [2.838, 2.135, -0.461], [3.487, 3.356, -0.770], [4.488, 3.849, 0.110], [4.885, 3.140, 1.220], [4.192, 1.980, 1.540], [3.256, 1.452, 0.713], [2.676, -0.197, 1.060], [0.104, -1.887, -3.180], [-0.472, -1.617, -4.428], [-1.670, -2.215, -4.833], [-2.237, -3.154, -3.934], [-1.693, -3.340, -2.684], [-0.501, -2.730, -2.236], [-0.042, -2.956, -0.575], [2.005, -3.016, -2.294], [3.179, -1.729, -2.101], [2.816, -2.296, -3.722], [0.742, 0.594, -3.774], [2.088, -0.127, -4.373], [2.753, 1.748, -3.311], [3.368, 0.390, -2.363], [1.426, 3.450, -2.301], [0.418, 3.036, -0.917], [0.071, 2.174, -2.372], [3.250, 3.900, -1.676], [4.927, 4.790, -0.048], [5.597, 3.639, 1.899], [4.350, 1.528, 2.506], [-0.065, -0.803, -5.008], [-2.080, -1.968, -5.786], [-3.159, -3.684, -4.305], [-2.286, -3.940, -1.952], [-3.526, 1.725, -0.790], [-2.335, 1.531, -0.608], [-1.571, 0.689, -1.215], [-1.573, 2.211, 0.534], [-2.283, 3.105, 1.307], [-1.653, 3.719, 2.387], [-0.335, 3.267, 2.680], [0.241, 2.250, 1.926], [-0.348, 1.721, 0.883], [-3.216, 3.442, 0.949], [-2.129, 4.417, 3.068], [0.181, 3.777, 3.469], [1.150, 1.769, 2.110], [-2.850, 0.537, 3.615], [-1.609, -0.420, 3.687], [-1.192, -1.442, 2.081], [-2.888, -2.447, 1.743], [-3.491, -2.078, 0.364], [0.023, -2.906, 2.628], [-0.440, -3.781, 3.935], [-3.370, 0.478, 4.598], [-3.518, 0.218, 2.779], [-2.679, 1.585, 3.284], [-1.832, -1.093, 4.514], [-0.661, 0.053, 3.877], [-3.609, -2.270, 2.530], [-2.616, -3.590, 1.774], [-3.957, -1.128, 0.522], [-4.302, -2.712, -0.115], [-2.681, -1.929, -0.359], [0.897, -2.482, 2.966], [0.156, -3.494, 1.725], [-0.800, -3.156, 4.717], [0.466, -4.290, 4.277], [-1.281, -4.505, 3.731]]}

---

Record 4
{"formula": "C28H37BN7O2P2RuS2", "method": "ωB97M-V with the def2-TZVPD basis set", "total_charge": 2, "e_tot_ha": -3221.3153, "s2": 8.768, "gap_ev": [7.68, 5.93], "multiplicity": 6, "species": ["Ru", "C", "N", "C", "C", "N", "B", "N", "C", "C", "N", "C", "C", "S", "C", "S", "H", "H", "H", "H", "H", "H", "H", "H", "H", "H", "H", "H", "O", "C", "O", "C", "P", "C", "C", "C", "C", "C", "C", "C", "C", "C", "C", "C", "C", "H", "H", "H", "H", "H", "H", "H", "H", "H", "H", "H", "H", "C", "N", "C", "N", "C", "N", "C", "P", "C", "C", "H", "H", "H", "H", "H", "H", "H", "H", "H", "H", "H", "H", "H"], "coordinates": [[-0.448, 0.353, -0.414], [0.301, 5.744, -0.737], [0.873, 4.645, -1.511], [2.044, 4.736, -2.248], [2.216, 3.546, -2.847], [1.152, 2.732, -2.488], [0.887, 1.314, -3.065], [2.185, 0.483, -2.979], [2.981, 0.091, -4.042], [3.965, -0.691, -3.549], [3.758, -0.779, -2.183], [4.572, -1.549, -1.239], [2.673, -0.061, -1.857], [2.067, 0.092, -0.247], [0.348, 3.409, -1.667], [-1.122, 2.827, -0.959], [0.245, 6.636, -1.357], [0.922, 5.957, 0.133], [-0.702, 5.473, -0.424], [2.639, 5.635, -2.276], [2.995, 3.214, -3.515], [0.469, 1.347, -4.189], [0.058, 0.767, -2.330], [2.771, 0.396, -5.055], [4.785, -1.187, -4.040], [5.395, -1.998, -1.784], [3.971, -2.328, -0.778], [4.964, -0.896, -0.464], [-3.773, -1.090, 0.961], [-3.114, -0.981, -0.055], [-2.606, 0.156, -0.495], [-2.702, -2.195, -0.879], [-0.880, -2.129, -0.923], [-0.348, -3.059, 0.545], [-0.943, -2.766, 1.777], [-0.591, -3.485, 2.911], [0.360, -4.494, 2.826], [0.969, -4.772, 1.611], [0.625, -4.054, 0.474], [-0.352, -3.099, -2.349], [-0.832, -4.402, -2.504], [-0.434, -5.157, -3.595], [0.439, -4.620, -4.534], [0.910, -3.323, -4.390], [0.513, -2.562, -3.296], [-3.058, -2.069, -1.902], [-3.077, -3.114, -0.444], [-1.728, -2.020, 1.840], [-1.073, -3.275, 3.859], [0.617, -5.071, 3.706], [1.709, -5.561, 1.545], [1.109, -4.277, -0.470], [-1.512, -4.827, -1.773], [-0.808, -6.167, -3.714], [0.745, -5.216, -5.386], [1.575, -2.899, -5.132], [0.853, -1.544, -3.192], [-0.890, 2.355, 4.929], [-1.070, 3.323, 3.744], [-2.591, 3.501, 3.513], [-3.205, 2.241, 3.303], [-2.987, 1.343, 4.436], [-1.552, 1.124, 4.671], [-0.917, 0.321, 3.627], [-1.061, 1.166, 1.970], [-0.385, 2.813, 2.507], [-2.866, 1.617, 2.021], [-1.322, 2.853, 5.795], [0.179, 2.218, 5.075], [-0.667, 4.226, 3.995], [-2.706, 4.152, 2.650], [-2.973, 3.988, 4.408], [-3.466, 0.389, 4.227], [-3.431, 1.771, 5.334], [-1.392, -0.657, 3.575], [0.134, 0.162, 3.862], [-0.538, 3.515, 1.691], [0.683, 2.735, 2.712], [-3.462, 0.720, 1.854], [-3.072, 2.291, 1.192]]}

---

Record 5
{"formula": "C28H37BO2S", "method": "ωB97M-V with the def2-TZVPD basis set", "relative_energy_ev": 1.155, "e_tot_ha": -1662.5734, "gap_ev": 2.61, "multiplicity": 1, "species": ["C", "C", "C", "C", "C", "C", "C", "C", "C", "C", "C", "H", "H", "H", "H", "H", "H", "H", "H", "H", "H", "H", "H", "H", "H", "H", "C", "C", "C", "C", "C", "B", "C", "C", "C", "C", "C", "C", "O", "C", "C", "C", "C", "C", "C", "O", "S", "H", "H", "H", "H", "H", "H", "H", "H", "H", "H", "H", "H", "H", "H", "H", "H", "H", "H", "H", "H", "H", "H"], "coordinates": [[-0.033, -0.159, 2.704], [-1.016, 0.070, 1.624], [-0.903, -0.592, 0.375], [-1.791, -1.683, 0.109], [-2.725, -2.229, 1.156], [-1.720, -2.309, -1.123], [-0.749, -1.957, -2.065], [-0.764, -2.644, -3.395], [0.194, -0.971, -1.754], [0.165, -0.298, -0.541], [1.206, 0.732, -0.202], [-0.481, -0.004, 3.694], [0.358, -1.194, 2.690], [0.827, 0.520, 2.612], [-2.030, 0.305, 1.944], [-3.575, -2.734, 0.678], [-2.226, -2.984, 1.785], [-3.116, -1.469, 1.842], [-2.432, -3.100, -1.361], [-0.016, -2.207, -4.064], [-0.572, -3.722, -3.289], [-1.751, -2.543, -3.867], [0.969, -0.730, -2.488], [1.847, 0.942, -1.072], [0.748, 1.680, 0.114], [1.869, 0.404, 0.613], [-3.829, 9.939, 1.802], [-3.038, 8.705, 1.990], [-1.812, 8.561, 2.612], [-1.315, 7.211, 2.587], [-2.156, 6.364, 1.897], [-2.060, 4.733, 1.809], [-1.193, 4.448, 0.426], [-1.861, 4.300, -0.783], [-1.133, 4.238, -1.985], [0.267, 4.288, -1.959], [0.932, 4.361, -0.730], [0.197, 4.426, 0.468], [-1.376, 4.505, 3.065], [-2.231, 3.625, 3.766], [-1.784, 2.233, 3.371], [-2.075, 3.789, 5.270], [-3.692, 3.955, 3.165], [-4.705, 2.815, 3.232], [-4.292, 5.178, 3.842], [-3.394, 4.206, 1.798], [-3.564, 7.183, 1.309], [-3.283, 10.768, 2.260], [-3.959, 10.134, 0.730], [-4.820, 9.846, 2.265], [-1.287, 9.391, 3.079], [-0.381, 6.921, 3.059], [-2.951, 4.255, -0.801], [-1.669, 4.157, -2.929], [0.837, 4.258, -2.892], [2.023, 4.376, -0.690], [0.715, 4.491, 1.426], [-2.325, 1.438, 3.905], [-1.911, 2.118, 2.285], [-0.711, 2.134, 3.566], [-2.744, 3.087, 5.787], [-1.042, 3.551, 5.550], [-2.300, 4.811, 5.589], [-4.882, 2.528, 4.277], [-5.655, 3.157, 2.804], [-4.359, 1.946, 2.663], [-4.583, 4.926, 4.873], [-3.588, 6.020, 3.861], [-5.188, 5.495, 3.295]]}

---

Record 6
{"formula": "C28H37BrCl28O9S", "method": "ωB97M-V with the def2-TZVPD basis set", "smiles": "CCOC(=O)CCC[C@@]1(CC(=O)O)OS(=O)(=O)O[C@]1(CCCCCCCOC)[C@@H](Br)CC.ClC(Cl)(Cl)Cl.ClC(Cl)(Cl)Cl.ClC(Cl)(Cl)Cl.ClC(Cl)(Cl)Cl.ClC(Cl)(Cl)Cl.ClC(Cl)(Cl)Cl.ClC(Cl)(Cl)Cl", "e_tot_ha": -17623.7255, "gap_ev": 9.68, "multiplicity": 1, "species": ["C", "C", "O", "C", "O", "C", "C", "C", "C", "C", "C", "O", "O", "O", "S", "O", "O", "O", "C", "C", "C", "C", "C", "C", "C", "C", "O", "C", "C", "Br", "C", "C", "H", "H", "H", "H", "H", "H", "H", "H", "H", "H", "H", "H", "H", "H", "H", "H", "H", "H", "H", "H", "H", "H", "H", "H", "H", "H", "H", "H", "H", "H", "H", "H", "H", "H", "H", "H", "H", "Cl", "C", "Cl", "Cl", "Cl", "Cl", "C", "Cl", "Cl", "Cl", "Cl", "C", "Cl", "Cl", "Cl", "Cl", "C", "Cl", "Cl", "Cl", "Cl", "C", "Cl", "Cl", "Cl", "Cl", "C", "Cl", "Cl", "Cl", "Cl", "C", "Cl", "Cl", "Cl"], "coordinates": [[-0.610, -4.349, -4.795], [-1.011, -3.188, -5.683], [0.048, -2.257, -5.929], [0.614, -1.668, -4.833], [1.830, -1.477, -4.818], [-0.267, -1.231, -3.684], [0.413, -1.486, -2.343], [-0.174, -0.625, -1.218], [-1.404, -1.158, -0.453], [-1.750, -2.633, -0.791], [-0.846, -3.674, -0.168], [-1.314, -4.752, 0.190], [0.466, -3.406, -0.066], [-1.002, -1.273, 0.977], [-2.305, -1.445, 1.881], [-2.652, -2.795, 2.137], [-2.187, -0.600, 3.013], [-3.339, -0.897, 0.788], [-2.583, -0.190, -0.262], [-2.333, 1.218, 0.394], [-0.928, 1.831, 0.438], [-0.087, 1.467, 1.667], [0.970, 2.557, 1.936], [1.752, 2.955, 0.698], [2.631, 1.850, 0.089], [2.961, 2.211, -1.371], [2.374, 1.302, -2.285], [3.235, 0.255, -2.705], [-3.596, 0.015, -1.396], [-2.871, 1.131, -2.858], [-4.191, -1.219, -2.072], [-5.223, -1.968, -1.232], [-0.035, -5.067, -5.364], [-0.036, -4.049, -3.922], [-1.518, -4.814, -4.423], [-1.274, -3.585, -6.655], [-1.898, -2.666, -5.332], [-0.376, -0.158, -3.809], [-1.268, -1.644, -3.738], [0.479, -2.541, -2.127], [1.431, -1.146, -2.491], [-0.470, 0.304, -1.685], [0.604, -0.420, -0.495], [-2.743, -2.897, -0.466], [-1.762, -2.793, -1.864], [0.871, -4.170, 0.360], [-2.978, 1.925, -0.121], [-2.710, 1.213, 1.410], [-0.343, 1.714, -0.466], [-1.075, 2.903, 0.537], [-0.718, 1.427, 2.546], [0.471, 0.551, 1.514], [0.530, 3.409, 2.447], [1.675, 2.123, 2.644], [1.123, 3.357, -0.086], [2.424, 3.760, 0.992], [3.580, 1.819, 0.619], [2.196, 0.857, 0.155], [2.553, 3.192, -1.600], [4.037, 2.294, -1.517], [3.024, 0.049, -3.749], [4.286, 0.503, -2.582], [3.026, -0.645, -2.126], [-4.431, 0.586, -1.015], [-4.737, -0.848, -2.935], [-3.447, -1.881, -2.491], [-4.807, -2.424, -0.345], [-6.074, -1.340, -0.998], [-5.610, -2.778, -1.846], [-2.631, -4.617, 5.777], [-3.390, -5.665, 4.571], [-5.017, -5.059, 4.235], [-2.445, -5.627, 3.090], [-3.484, -7.316, 5.201], [-8.934, -1.416, 5.483], [-8.429, -3.065, 5.864], [-7.007, -3.017, 6.911], [-9.742, -3.912, 6.686], [-8.023, -3.915, 4.370], [-3.329, 1.696, 5.546], [-4.794, 1.276, 4.657], [-5.233, -0.400, 4.991], [-6.114, 2.345, 5.150], [-4.498, 1.467, 2.923], [6.392, -1.016, 3.128], [5.594, 0.527, 3.447], [3.846, 0.308, 3.399], [6.082, 1.125, 5.035], [6.052, 1.706, 2.208], [9.075, 3.027, -0.645], [8.139, 4.381, -0.002], [8.762, 4.832, 1.585], [8.239, 5.763, -1.095], [6.446, 3.889, 0.155], [14.458, 4.792, -0.430], [12.760, 4.906, 0.045], [11.752, 4.998, -1.405], [12.326, 3.483, 0.996], [12.518, 6.361, 1.018], [-0.581, 4.574, -1.913], [-1.998, 5.506, -1.422], [-2.907, 5.994, -2.854], [-3.031, 4.507, -0.391], [-1.480, 6.938, -0.531]]}